No. 1
Formula: C35H56As3NTeZr
Source: the OMol25 dataset
Level of theory: wB97M-V/def2-TZVPD

Geometry as XYZ:
```
97
Properties=species:S:1:pos:R:3:forces:R:3
Zr 0.262 -1.457 0.157 -1.20 0.22 0.15
C -3.124 -3.234 -0.651 -1.54 -2.25 -1.01
As -2.252 -1.710 -1.356 -0.36 1.71 -0.60
C -2.150 -1.927 -3.308 -0.52 -0.18 -0.73
C -3.734 -0.287 -1.267 -0.53 -2.43 1.28
C -4.311 0.090 0.108 0.22 0.90 0.77
C -5.058 -1.149 0.675 2.37 1.37 0.78
C -3.227 0.648 1.088 -0.27 0.51 -0.43
As -1.814 -0.415 1.804 0.54 -1.36 -0.07
C -2.672 -1.395 3.236 1.30 1.02 1.00
C -0.712 0.927 2.616 0.18 0.77 -0.69
C -5.372 1.258 0.070 0.10 -1.52 -0.89
As -5.357 2.946 -0.957 -1.07 0.42 0.31
C -3.654 3.848 -0.822 0.47 -0.59 0.08
C -5.194 2.333 -2.799 0.15 -0.64 -0.49
H -4.262 -3.261 -0.717 1.60 0.22 -0.39
H -2.909 -3.397 0.380 0.39 0.03 0.85
H -2.740 -4.142 -1.184 -0.28 0.72 0.31
H -3.050 -2.355 -3.820 0.55 0.16 0.93
H -1.281 -2.517 -3.632 -0.20 0.16 0.37
H -2.063 -0.925 -3.737 0.20 0.00 0.18
H -4.555 -0.842 -1.736 0.20 0.14 -0.43
H -3.471 0.506 -1.884 0.65 1.56 -0.96
H -4.340 -1.935 0.718 0.28 -0.63 0.40
H -5.825 -1.474 0.051 -1.54 -0.29 -1.04
H -5.388 -0.971 1.679 -0.51 0.18 0.48
H -3.698 1.151 1.946 0.00 -0.39 -0.05
H -2.637 1.456 0.635 -0.35 0.03 -0.43
H -3.176 -0.619 3.821 -0.12 -0.32 0.05
H -1.984 -1.947 3.876 0.34 0.38 0.00
H -3.328 -2.132 2.902 -1.38 -0.88 -0.88
H -1.399 1.521 3.240 0.78 -0.06 0.16
H -0.348 1.561 1.749 -0.37 -0.56 1.10
H 0.169 0.456 3.099 -0.78 0.55 0.08
H -5.596 1.458 1.127 -0.24 0.20 -0.44
H -6.268 0.777 -0.389 0.25 0.51 0.46
H -3.303 3.999 0.190 0.00 -0.06 0.30
H -3.858 4.819 -1.230 0.10 0.50 -0.33
H -2.900 3.337 -1.416 0.24 0.10 -0.01
H -5.761 1.396 -2.944 0.13 0.50 -0.02
H -4.175 2.180 -3.154 0.25 -0.24 0.28
H -5.560 3.090 -3.486 -0.47 0.10 0.16
C 1.996 -2.377 4.358 -2.26 1.06 -0.85
C 2.228 -1.212 3.421 -0.01 0.02 0.29
C 2.725 -0.053 3.991 -0.02 0.03 -0.10
C 2.965 1.116 3.253 0.45 -0.15 1.17
C 3.694 2.276 3.895 -0.85 -0.26 -1.11
C 2.588 1.170 1.937 -0.51 0.02 -0.77
C 2.158 0.039 1.282 0.30 -3.15 1.40
C 2.048 -1.236 2.029 -0.42 1.51 -0.18
N 1.752 -0.158 -0.003 0.24 0.19 -1.15
C 1.905 0.748 -1.114 -0.09 1.35 -0.63
C 3.330 1.294 -1.262 0.83 -1.30 -0.12
C 3.493 2.234 -2.469 -1.30 -1.38 0.06
C 3.003 1.365 -3.697 0.32 1.27 0.41
C 1.517 0.925 -3.583 0.24 1.16 -0.78
C 0.603 2.164 -3.404 1.35 0.92 0.91
C 1.094 2.903 -2.096 -1.15 -0.61 -0.87
C 2.520 3.393 -2.258 0.29 0.48 -0.09
C 1.011 1.959 -0.921 -1.52 -0.22 0.82
C 1.441 0.026 -2.383 -0.27 0.07 1.16
H 1.330 -2.019 5.194 -0.03 -0.64 -1.11
H 2.853 -2.537 4.893 2.54 -0.83 1.08
H 1.673 -3.290 3.841 -0.13 0.30 0.41
H 2.979 -0.121 5.041 0.05 0.36 0.06
H 3.654 2.151 4.962 0.35 0.29 0.39
H 3.237 3.220 3.573 0.08 -0.12 0.31
H 4.702 2.272 3.478 0.18 0.03 0.42
H 2.596 2.074 1.379 0.35 0.70 -0.01
H 2.114 -2.213 1.539 0.14 0.12 -0.08
H 3.990 0.403 -1.387 -0.07 0.65 0.33
H 3.498 1.767 -0.307 0.80 0.25 0.08
H 4.528 2.616 -2.630 -0.72 -0.54 0.26
H 3.613 0.472 -3.784 0.31 -0.04 -0.18
H 3.207 2.049 -4.517 -0.37 -0.47 -0.70
H 1.196 0.356 -4.459 0.26 0.09 -0.11
H -0.443 1.913 -3.334 -0.49 -0.33 0.19
H 0.671 2.922 -4.205 0.21 -0.69 -0.02
H 0.392 3.708 -1.868 0.24 0.30 -0.25
H 2.787 3.908 -1.316 0.12 0.21 -0.61
H 2.583 4.058 -3.133 -0.01 0.17 0.50
H -0.046 1.531 -0.847 0.72 0.65 0.08
H 1.217 2.516 0.028 -0.13 -0.53 -0.69
H 2.060 -0.843 -2.461 0.45 -0.70 -0.50
H 0.396 -0.331 -2.280 -0.25 -0.08 0.22
Te 0.505 -4.064 -0.428 0.25 -0.50 -0.43
C 2.578 -3.905 0.016 0.81 -0.11 0.34
C 3.534 -3.101 -0.661 -1.90 0.45 -0.39
C 4.782 -3.014 -0.103 1.77 1.02 0.10
C 5.075 -3.544 1.151 1.07 -0.28 -0.15
C 4.163 -4.358 1.806 0.54 0.96 0.37
C 2.944 -4.576 1.209 -0.72 -0.66 -0.34
H 3.265 -2.415 -1.529 0.34 -1.43 1.05
H 5.586 -2.423 -0.604 -0.87 -0.50 0.36
H 6.086 -3.402 1.574 -0.76 0.05 -0.24
H 4.376 -4.669 2.831 -0.05 -0.45 -0.51
H 2.326 -5.353 1.686 -0.21 0.76 -0.37
```
Positions in Å, forces in eV/Å.

Charge = +2
Relative energy (zero: lowest compared OMol25 entry of this formula, charge and spin) = 147.3 kJ/mol

***

No. 2
Formula: C35H56F10N5
Source: the OMol25 dataset
Level of theory: wB97M-V/def2-TZVPD

Geometry as XYZ:
```
106
Properties=species:S:1:pos:R:3:forces:R:3
C 0.185 -2.288 5.306 0.09 0.30 0.25
C -0.877 -2.550 6.383 -0.28 0.08 -0.37
C -2.123 -1.649 6.280 0.20 -0.26 0.45
C -2.170 -0.546 7.332 0.16 0.49 -0.16
C -0.965 0.395 7.335 -0.02 0.10 -0.49
C -0.951 1.342 6.132 0.35 -0.42 -0.03
C 0.433 1.965 5.828 -0.64 -0.29 0.14
C 0.977 1.542 4.469 0.06 0.48 -0.01
C 2.005 2.506 3.852 -0.09 -0.34 0.01
C 1.780 2.690 2.348 0.06 -0.11 0.48
C 3.051 2.848 1.530 -0.46 0.43 -0.20
C 2.710 3.188 0.064 0.24 -0.32 0.46
C 3.224 2.151 -0.947 -0.74 0.65 -0.18
C 2.104 1.762 -1.913 0.48 -0.02 -0.26
C 2.338 0.439 -2.651 0.07 -0.15 0.45
C 1.101 -0.442 -2.747 -0.30 0.58 -0.03
F 1.324 -1.410 -3.720 0.11 -0.32 0.00
C 0.870 -1.221 -1.457 0.23 -0.33 -0.22
N -0.126 -0.514 -0.608 0.09 -0.04 0.35
C -1.518 -0.633 -1.140 -0.52 -0.33 -0.72
C -2.419 0.426 -0.498 0.12 0.38 -0.04
F -3.712 0.214 -0.767 0.51 -0.04 0.16
F -2.049 1.641 -1.029 -0.15 -0.14 0.15
C -2.284 0.631 1.050 -0.96 0.64 -0.07
F -3.187 1.589 1.369 0.60 -0.54 -0.17
F -1.041 1.115 1.318 -0.34 -0.15 -0.05
C -2.605 -0.592 1.966 -0.22 0.02 0.80
F -2.893 -0.095 3.195 0.18 -0.27 -0.82
F -3.676 -1.265 1.488 0.56 0.41 0.19
C -1.461 -1.630 2.180 -0.38 -0.93 0.91
F -1.321 -2.394 1.057 0.08 0.43 0.95
F -0.272 -1.037 2.419 -0.62 -0.46 -0.31
F -1.793 -2.426 3.219 0.41 0.76 -1.64
C -1.434 -0.552 -2.695 0.18 0.95 -0.74
N -2.686 -0.102 -3.249 0.00 -0.30 0.43
C -0.201 0.299 -3.132 -0.02 -0.59 0.10
C -0.194 0.581 -4.626 -0.36 0.35 -0.09
C -0.899 1.851 -5.085 -0.44 -0.12 -0.62
C -1.003 3.050 -4.191 0.33 -0.12 0.35
N -1.416 1.939 -6.246 0.18 0.06 0.40
H 0.415 -3.184 4.740 0.15 -0.18 -0.05
H -0.148 -1.540 4.591 0.06 0.07 0.26
H 1.104 -1.911 5.745 0.23 -0.02 0.00
H -1.190 -3.586 6.307 -0.07 -0.19 0.05
H -0.457 -2.433 7.377 0.17 -0.06 0.16
H -3.002 -2.270 6.431 -0.24 -0.01 -0.12
H -2.194 -1.225 5.282 -0.06 0.05 -0.05
H -2.277 -0.979 8.323 -0.09 -0.17 0.12
H -3.054 0.061 7.138 -0.25 0.04 0.18
H -0.942 0.985 8.247 0.04 0.01 0.25
H -0.043 -0.184 7.295 0.16 -0.14 0.18
H -1.247 0.750 5.267 -0.14 0.01 -0.23
H -1.707 2.112 6.254 -0.13 0.13 0.04
H 1.115 1.652 6.612 0.26 0.20 0.16
H 0.334 3.045 5.866 0.19 0.24 0.01
H 0.136 1.471 3.778 -0.16 -0.02 -0.05
H 1.408 0.549 4.548 -0.01 -0.29 -0.08
H 3.015 2.144 4.031 0.17 -0.07 0.04
H 1.934 3.467 4.351 0.04 0.21 0.06
H 1.126 3.550 2.209 -0.09 0.13 -0.18
H 1.217 1.827 1.986 0.03 -0.14 -0.21
H 3.647 3.639 1.973 0.26 0.00 0.09
H 3.606 1.916 1.582 0.29 -0.05 0.09
H 3.066 4.181 -0.186 0.10 0.16 -0.09
H 1.623 3.243 0.014 -0.17 0.05 -0.19
H 3.577 1.263 -0.432 0.22 -0.13 0.06
H 4.028 2.609 -1.512 0.42 -0.33 -0.07
H 1.177 1.768 -1.337 -0.13 -0.11 0.04
H 1.984 2.549 -2.654 -0.22 0.20 -0.01
H 3.077 -0.125 -2.083 0.16 -0.15 -0.08
H 2.782 0.579 -3.630 -0.14 0.16 -0.28
H 0.494 -2.207 -1.704 -0.25 -0.08 0.07
H 1.771 -1.380 -0.877 0.17 0.21 0.13
H -0.034 -0.874 0.342 -0.11 -0.02 0.01
H 0.125 0.477 -0.542 0.09 0.04 -0.06
H -1.926 -1.610 -0.905 0.10 -0.07 0.28
H -1.272 -1.548 -3.097 0.01 -0.34 0.22
H -2.880 -0.490 -4.154 -0.03 0.02 -0.19
H -2.799 0.897 -3.247 -0.07 0.16 -0.11
H -0.279 1.240 -2.602 0.20 0.15 0.10
H 0.824 0.638 -5.004 0.26 0.07 0.07
H -0.654 -0.243 -5.162 0.04 -0.24 -0.10
H -0.245 3.065 -3.410 0.14 0.02 0.04
H -1.967 3.055 -3.687 -0.20 0.07 0.05
H -0.909 3.964 -4.759 -0.13 0.13 -0.23
H -1.304 1.067 -6.762 -0.07 -0.07 -0.06
N -1.349 -5.413 -2.118 0.00 0.05 0.03
C -1.351 -4.518 -1.080 -0.05 -0.10 -0.04
C -1.862 -5.154 0.023 0.03 0.01 -0.08
C -2.177 -6.481 -0.367 -0.01 -0.01 0.02
C -1.850 -6.609 -1.689 0.02 0.03 -0.03
H -1.030 -5.224 -3.049 0.02 -0.03 -0.04
H -0.986 -3.515 -1.219 -0.02 -0.08 0.00
H -1.996 -4.726 1.000 -0.02 -0.03 0.05
H -2.597 -7.254 0.254 0.00 0.00 0.01
H -1.929 -7.447 -2.359 -0.01 -0.02 0.01
N 2.183 2.000 -8.670 0.06 -0.02 0.02
C 1.753 1.397 -7.523 0.06 -0.07 0.03
C 2.670 0.430 -7.192 -0.02 0.05 0.05
C 3.692 0.458 -8.179 0.02 -0.02 0.02
C 3.361 1.437 -9.076 -0.04 0.03 -0.02
H 1.704 2.742 -9.145 -0.02 0.03 -0.01
H 0.841 1.704 -7.044 0.02 0.07 -0.08
H 2.616 -0.230 -6.340 0.00 -0.04 -0.01
H 4.565 -0.170 -8.226 0.01 -0.01 0.00
H 3.861 1.779 -9.965 0.01 -0.01 -0.01
```
Positions in Å, forces in eV/Å.

Charge = +1

***

Let's list HOMO level in order: -12.6 -10.2 eV.
Let's list electronic energy in order: -8443.8172 -2639.4106 hartree.